Record 1
Below is a structure of composition C29H25GaN7S, with properties calculated with ωB97M-V with the def2-TZVPD basis set.

Atoms and positions in Å:
C: 0.776 0.520 -5.151
C: -3.795 -2.513 -2.292
C: 5.487 -0.750 -2.110
H: 2.433 0.956 6.460
C: -1.454 -1.506 -0.819
H: -1.022 2.491 8.426
H: -3.465 -0.922 -0.189
C: 0.886 1.672 5.202
Ga: 0.531 0.801 -3.188
C: -1.164 2.492 6.269
H: 1.125 1.477 8.566
C: -5.528 -2.180 -3.884
C: 0.743 1.670 7.560
N: -0.704 2.353 3.765
C: -0.925 -1.965 1.835
H: -5.705 -3.558 -2.237
H: 5.493 -1.955 -3.897
H: -1.575 2.689 3.390
H: -0.682 -2.065 2.905
C: -0.216 -2.005 -0.441
N: 3.981 -0.409 -3.826
N: -0.812 -0.462 -2.955
H: 2.613 1.089 -0.884
N: 0.796 0.178 -6.252
C: -4.742 -1.241 -4.563
C: 1.447 1.369 6.429
C: -0.518 2.258 7.481
N: 4.863 0.577 -2.106
H: 0.537 -2.177 -1.218
H: -2.215 2.799 6.203
H: -3.436 -2.985 -1.357
C: -0.596 2.233 0.819
H: -2.944 -1.262 2.245
C: -2.217 -1.502 1.456
C: -0.433 2.193 5.131
C: 1.655 1.380 1.044
H: -1.559 2.627 1.185
H: 2.552 1.114 1.621
C: 0.427 1.872 3.103
S: 2.932 2.068 -3.390
C: 0.052 -2.218 0.907
N: 0.640 1.617 -1.129
C: -2.486 -1.304 0.124
H: 1.052 -2.540 1.223
H: -5.161 -0.712 -5.415
H: 3.279 -0.541 -4.579
C: -3.451 -0.946 -4.132
C: -5.048 -2.813 -2.762
C: -1.684 -1.110 -2.296
H: 5.366 -1.275 -1.121
H: 6.563 -0.677 -2.320
H: -6.473 -2.460 -4.328
C: 4.724 -1.493 -3.197
H: -1.321 2.400 -1.158
N: 1.391 1.481 3.950
C: -0.475 2.100 -0.535
C: 0.490 1.827 1.661
C: -2.995 -1.536 -2.940
H: 5.048 1.286 -1.411
H: 4.048 -2.257 -2.766
H: -2.792 -0.260 -4.657
C: 3.979 0.723 -3.097
C: 1.684 1.288 -0.358

Values from the calculation:
Energy relative to the best compared isomer or geometry (same formula, charge and spin) (kJ/mol): 20.0
Total charge: +1
HOMO (eV): -10.8553

***

Record 2
Below is a structure of composition C34H35F6HgN14O6S4, with properties calculated with ωB97M-V with the def2-TZVPD basis set.

Atoms and positions in Å:
C: 3.681 1.857 -0.980
H: 5.263 3.282 -1.195
H: -1.788 -1.773 -1.784
C: -1.336 -2.465 -1.066
C: 2.544 1.830 4.831
N: 0.790 3.951 -3.498
N: -1.501 3.356 -4.087
C: -5.334 1.090 -2.847
N: 3.126 -1.213 -2.713
H: -1.383 -3.471 -1.516
H: -0.920 5.055 -3.023
H: -7.353 5.076 -4.238
O: 2.951 2.541 2.354
C: -6.411 1.780 -2.312
H: -0.903 3.128 -6.080
H: -2.013 -1.758 4.138
O: -3.247 -0.357 -2.438
O: -5.409 -1.466 -2.239
H: -6.815 1.467 -1.357
O: 4.800 1.434 3.559
C: -3.690 2.822 1.814
C: -0.545 0.741 1.942
C: -3.103 2.945 0.605
C: 3.180 0.649 -1.442
F: 3.322 2.633 5.578
C: 2.132 -1.317 -1.696
C: 4.854 2.347 -1.557
S: -4.619 -0.277 -1.956
N: -3.410 1.997 -0.339
C: -2.905 -1.947 3.556
C: 1.260 3.097 -4.592
C: -1.568 2.528 -2.866
F: 1.383 2.445 4.644
C: 0.668 3.103 -2.300
H: -1.661 1.696 -5.343
C: -4.787 1.501 -4.052
H: -2.260 1.701 -3.010
H: 0.277 -1.532 -2.778
S: -4.684 1.416 1.819
H: 3.609 -2.047 -3.000
H: 5.533 -0.127 -3.799
C: -6.380 3.301 -4.181
C: -3.966 -2.389 1.424
N: -0.253 1.987 -2.507
F: 2.331 0.712 5.527
N: 2.061 -0.064 -1.079
H: 0.305 3.713 -1.469
S: 3.408 1.487 3.217
H: 1.658 2.716 -2.049
N: 0.353 1.977 -4.865
Hg: 0.639 0.255 0.375
C: 0.859 -2.038 -1.990
F: 4.383 -1.637 4.742
C: -2.160 -2.437 0.177
C: -4.171 -1.893 4.112
S: 3.352 -1.212 2.353
C: -5.321 -2.075 3.330
H: -4.280 -1.674 5.167
H: 1.081 -3.049 -2.366
H: -3.503 3.401 2.702
H: 0.442 -2.578 -0.041
N: 0.025 -2.041 -0.797
F: 3.935 -3.436 3.624
O: 4.694 -1.128 1.857
H: -4.854 2.931 -5.646
C: 0.237 1.187 -3.627
H: 6.430 2.051 -2.979
N: -1.129 1.015 2.896
C: 5.515 1.652 -2.559
C: -5.241 -2.322 1.970
C: 3.861 -0.057 -2.455
O: 2.367 -1.940 1.601
H: 1.217 0.775 -3.377
H: -2.380 3.712 0.356
H: -3.932 0.971 -4.450
H: -0.473 5.058 -4.745
H: -6.227 4.884 -5.431
C: 5.020 0.426 -3.021
C: -2.809 -2.200 2.192
H: -4.086 -2.444 -0.692
H: 3.199 2.380 -0.164
H: -7.769 3.421 -2.549
H: -6.124 -2.418 1.353
C: -5.307 2.598 -4.718
C: -4.240 1.112 0.151
N: -3.520 -2.598 0.134
H: 1.354 3.703 -5.499
C: 3.503 -2.196 3.904
C: -6.936 2.875 -2.977
H: -1.949 3.131 -2.042
N: 2.723 0.120 2.866
N: -1.686 -2.249 1.373
H: -0.464 0.367 -3.800
C: -0.547 4.438 -3.845
N: -4.809 0.032 -0.438
C: -0.971 2.526 -5.167
H: 2.242 2.698 -4.329
H: -6.296 -1.994 3.796
N: -6.917 4.414 -4.863
F: 2.335 -2.301 4.538

Values from the calculation:
Energy relative to the best compared isomer or geometry (same formula, charge and spin) (kJ/mol): 35.6
Total charge: -2
Multiplicity: 2
HOMO (alpha / beta) (eV): -0.7932 / -3.0059